C43H60AsBaF4N6OSSi2Te as an isolated structure. Source: the OMol25 dataset; level of theory: ωB97M-V/def2-TZVPD.

Geometry as XYZ:
```
120
Properties=species:S:1:pos:R:3:mulliken_charge:R:1
Ba 0.503 -0.168 -2.072 0.973
Te 2.063 -3.139 -0.897 -0.096
As -4.538 -0.754 -2.733 0.406
S -2.487 -0.975 -3.131 -0.630
Si 4.918 -2.258 0.693 0.058
Si 0.350 -5.520 -2.478 0.239
F 0.901 0.214 -9.104 -0.320
F 0.124 -3.316 -6.086 -0.222
F 1.169 1.913 -7.146 -0.344
F 0.312 -1.635 -4.060 0.185
O -0.578 3.830 11.059 -0.458
N 0.975 0.953 -4.323 0.154
N -0.753 -0.297 0.498 1.278
N 0.797 2.671 4.859 -0.105
N -0.935 1.307 5.134 -0.864
N 1.437 1.359 0.143 1.192
N -0.689 2.765 -2.565 1.006
C -1.211 2.021 7.934 -0.822
C 6.688 -2.851 0.768 -1.044
C 0.420 4.006 8.967 -0.805
C 2.394 2.982 2.177 -0.952
C -1.124 -4.452 -2.017 -0.537
C -0.312 3.010 -3.973 -0.588
C -1.350 2.393 9.262 -0.453
C 1.038 2.403 -4.335 -1.145
C 3.933 -2.862 2.165 -0.907
C 4.838 -0.384 0.671 -0.407
C 1.294 2.143 2.409 0.894
C 0.830 1.335 1.347 -0.278
C -0.468 1.213 3.852 0.764
C 0.518 -1.614 -7.686 -0.767
C -2.447 -1.253 1.894 -1.087
C 0.899 0.629 -6.816 0.842
C 0.384 -2.029 -6.377 -0.101
C -5.563 -2.129 -3.598 -1.097
C 0.546 3.625 7.650 -0.464
C 0.092 -6.316 -4.148 -0.905
C -5.247 0.912 -3.387 -1.012
C 1.859 -4.395 -2.612 -0.790
C 0.766 -0.265 -7.860 0.042
C -0.958 0.384 2.793 0.689
C -5.006 -0.873 -0.867 -1.097
C -2.630 2.494 -1.027 -0.930
C -0.157 2.191 5.720 0.305
C 4.182 -2.885 -0.936 -0.984
C 0.604 2.046 3.651 0.032
C -0.588 5.181 -1.732 -1.511
C -2.041 -0.490 2.958 -0.647
C -0.267 2.624 7.112 0.287
C 2.472 2.154 -0.047 -1.234
C -1.523 3.231 11.935 -0.843
C 2.990 2.993 0.943 -1.020
C -2.150 2.771 -2.440 -0.971
C -1.773 -1.115 0.676 -0.900
C -0.531 3.390 9.785 0.992
C 0.490 -1.135 -5.344 0.055
C 0.636 -6.800 -1.147 -1.060
C 0.798 0.241 -5.455 -0.473
C -0.324 0.447 1.540 -1.048
C -0.057 3.751 -1.670 -0.252
H -1.265 -3.620 -2.711 0.037
H 0.961 -6.909 -4.440 0.314
H 4.428 -2.189 -1.739 0.509
H -2.094 1.902 9.872 0.401
H -1.615 5.253 -1.371 0.291
H -2.197 1.567 -0.646 -0.075
H -0.078 -5.564 -4.921 0.190
H 1.043 4.780 9.394 0.426
H -4.800 1.730 -2.825 0.234
H 2.772 3.616 2.969 0.465
H 0.432 -2.290 -8.522 0.515
H 0.908 -6.339 -0.195 0.306
H 2.783 -4.973 -2.663 0.495
H 1.432 -7.495 -1.422 0.318
H 5.162 0.037 1.625 0.390
H 3.810 -0.053 0.501 -0.352
H -0.772 -6.985 -4.133 0.332
H -0.558 5.596 -2.739 0.287
H 1.775 2.733 -3.590 0.226
H 4.597 -3.857 -1.204 0.443
H 1.010 3.754 -1.899 0.304
H -2.543 3.396 11.584 0.343
H -3.717 2.395 -1.009 0.534
H -2.572 3.723 -2.796 0.222
H -3.269 -1.950 1.982 0.519
H -0.271 -7.387 -0.986 0.335
H 1.794 -3.769 -3.502 0.336
H -5.422 -2.046 -4.674 0.371
H -2.526 -0.548 3.924 0.605
H -2.042 -5.045 -2.029 0.448
H -4.389 -0.175 -0.307 0.241
H 3.817 -3.947 2.177 0.332
H 3.841 3.624 0.731 0.582
H -6.061 -0.642 -0.723 0.535
H -6.617 -2.019 -3.348 0.426
H 5.465 0.045 -0.114 0.397
H -2.380 3.297 -0.332 0.407
H -1.844 1.246 7.525 0.466
H -1.335 2.160 12.042 0.345
H 7.252 -2.517 -0.106 0.330
H -2.084 -1.688 -0.193 0.567
H -1.388 3.719 12.895 0.241
H -1.069 2.541 -4.606 0.467
H 0.024 5.823 -1.097 0.500
H 2.931 -2.428 2.191 0.243
H -1.022 -4.043 -1.006 0.122
H -0.140 3.384 -0.644 -0.007
H 4.443 -2.572 3.088 0.347
H -0.327 4.084 -4.201 0.235
H 6.735 -3.942 0.797 0.305
H -2.516 1.991 -3.109 0.650
H 7.199 -2.476 1.657 0.319
H 1.291 4.132 7.048 0.249
H 2.931 2.142 -1.031 0.545
H -4.807 -1.888 -0.528 0.367
H -5.193 -3.096 -3.264 0.333
H 1.506 3.342 5.095 0.187
H 1.366 2.829 -5.281 0.475
H -6.330 0.936 -3.278 0.448
H -4.974 1.006 -4.436 0.355
```

## Properties
Charge: +1

C43H62Br2GeN8O4PScSe as an isolated structure. Source: the OMol25 dataset; level of theory: ωB97M-V/def2-TZVPD.

Geometry as XYZ:
```
123
Properties=species:S:1:pos:R:3:mulliken_charge:R:1
Br 2.805 -4.145 -5.273 -0.075
Br 5.879 -3.374 1.755 -0.007
Se -2.680 1.039 0.706 0.496
Ge -3.607 4.238 0.439 0.438
Sc -0.159 -0.517 -0.018 -1.512
P -0.554 -3.631 1.455 -2.340
O -0.511 -0.129 2.309 0.874
O -0.014 0.822 4.268 -0.534
O 1.520 3.076 -2.202 -0.510
O 0.392 1.321 -1.543 -0.670
N 0.531 -3.780 2.751 0.883
N -0.271 -2.423 0.522 1.875
N -0.417 -5.176 0.818 0.178
N 1.003 -1.343 -2.025 1.228
N -2.137 -3.683 2.039 0.830
N 0.625 1.738 0.954 1.273
N 2.295 -0.801 0.263 1.003
N -1.987 -0.750 -1.533 2.606
C 2.018 -5.255 4.005 -1.116
C -3.043 -0.009 -3.553 -1.103
C -3.107 2.704 1.638 -1.140
C 1.551 4.087 2.084 -1.304
C -4.493 0.586 0.147 -0.986
C 0.611 1.912 2.270 -0.722
C -0.012 0.763 2.960 0.832
C 2.114 -2.048 -1.782 -0.237
C -2.767 5.852 1.185 -1.168
C 2.743 -1.843 -0.457 1.471
C 0.470 -1.421 -3.244 -0.639
C -2.474 -1.974 -1.777 -0.217
C -4.314 -1.572 -5.064 -1.399
C -2.292 0.214 -2.419 -0.808
C -2.656 -4.786 2.845 -0.453
C -3.519 -1.293 -3.828 0.589
C 4.034 -1.205 1.869 -0.946
C -4.347 -2.662 2.455 -0.932
C 0.955 -2.242 -4.244 -0.964
C 2.697 -2.870 -2.737 -0.405
C -5.560 4.408 0.424 -1.140
C -2.840 -2.424 2.272 1.097
C 1.099 2.714 0.187 0.974
C -2.965 3.863 -1.387 -0.709
C -1.453 -5.723 -0.057 -0.692
C -1.142 -5.524 -1.543 0.189
C 2.792 -3.949 4.247 0.416
C 3.789 -2.642 -0.021 -0.705
C -3.223 -2.283 -2.896 -1.161
C 0.565 -4.964 3.612 -0.676
C 2.086 -2.993 -3.973 -0.699
C 1.565 3.913 0.705 -0.941
C -4.749 -3.935 1.718 -0.347
C 1.073 3.068 2.889 -0.893
C 1.278 -5.458 -0.971 0.244
C 0.233 -6.096 -1.882 -1.508
C 2.951 -0.499 1.383 -0.509
C 0.912 -5.693 0.493 -0.751
C -4.096 -5.134 2.409 -1.053
C 1.833 -2.825 4.630 -1.400
C 0.835 -2.561 3.494 1.752
C 0.991 2.331 -1.258 0.190
C 4.442 -2.320 1.157 -0.867
H 3.323 -3.658 3.338 -0.729
H -1.681 5.762 1.246 0.323
H 0.144 -5.813 3.082 0.380
H 2.382 -1.905 4.844 0.546
H -3.904 2.482 2.347 0.625
H -1.924 -6.001 -2.138 0.512
H -2.408 -5.265 0.195 0.128
H 2.271 -5.869 -1.172 0.554
H -4.844 1.284 -0.609 0.304
H -2.641 -4.504 3.906 0.525
H 2.020 -5.877 4.902 0.435
H -3.522 3.029 -1.817 0.223
H 1.898 5.014 2.521 0.509
H 1.921 4.713 0.069 0.410
H -2.214 2.953 2.217 0.394
H -6.048 3.492 0.091 0.374
H 0.471 -2.283 -5.209 0.558
H -3.005 6.711 0.557 0.398
H -5.934 4.658 1.417 0.373
H -1.137 -4.452 -1.766 -0.484
H -5.832 -4.058 1.690 0.525
H 2.505 -5.823 3.211 0.376
H -0.082 -2.121 3.918 -0.645
H 0.472 -5.918 -2.933 0.467
H -4.585 -2.771 3.516 0.422
H -4.099 -5.995 1.739 0.381
H 1.299 -4.380 -1.147 -0.397
H -2.657 -1.783 1.410 -0.838
H 1.035 3.146 3.966 0.671
H 1.246 -1.840 2.788 -1.009
H -2.241 -2.722 -1.029 -0.284
H -4.624 -2.613 -5.116 0.394
H 4.103 -3.513 -0.577 0.361
H 0.227 -7.179 -1.725 0.452
H -3.135 4.743 -2.010 0.529
H 3.538 -4.089 5.030 0.602
H -3.578 -3.295 -3.042 0.456
H -1.923 1.205 -2.199 0.013
H -4.472 -0.425 -0.255 0.268
H -1.523 -6.800 0.141 0.409
H -3.158 6.048 2.183 0.366
H -2.444 -1.897 3.152 -0.366
H -0.463 0.053 4.657 0.513
H -2.008 -5.650 2.725 0.096
H -3.257 0.812 -4.225 0.516
H 3.614 -3.405 -2.546 0.634
H -4.902 -1.800 2.084 0.408
H -4.393 -3.865 0.685 -0.101
H -0.376 -0.782 -3.446 0.590
H -5.202 -0.939 -5.089 0.347
H -1.901 3.622 -1.415 -0.028
H -3.729 -1.335 -5.954 0.333
H -5.843 5.213 -0.256 0.394
H 1.303 -3.105 5.543 0.389
H -5.134 0.625 1.023 0.542
H 0.914 -6.773 0.690 0.349
H -0.045 -4.798 4.509 0.510
H 1.646 -5.226 1.150 0.111
H 2.608 0.372 1.927 0.407
H 2.012 3.842 -1.882 0.308
H -4.669 -5.413 3.295 0.425
H 4.534 -0.903 2.778 0.543
```

## Properties
Charge: +2
Energy above the lowest of the compared OMol25 structures with the same formula, charge and spin, kJ/mol: 59.69

| no. | orbital gap (eV) | energy (a.u.) |
| --- | --- | --- |
| 1 | 6.1 | -5984.23144 |
| 2 | 6.2 | -13143.02699 |